Entry 1:
{
  "formula": "C46H82Cl6N10",
  "method": "ωB97M-V/def2-TZVPD",
  "elements": ["C", "C", "C", "C", "N", "H", "H", "H", "H", "H", "H", "H", "C", "C", "C", "C", "N", "H", "H", "H", "H", "H", "H", "H", "C", "C", "C", "C", "N", "H", "H", "H", "H", "H", "H", "H", "C", "C", "C", "C", "N", "H", "H", "H", "H", "H", "H", "H", "C", "C", "C", "C", "N", "H", "H", "H", "H", "H", "H", "H", "C", "C", "C", "C", "N", "H", "H", "H", "H", "H", "H", "H", "C", "C", "C", "C", "N", "H", "H", "H", "H", "H", "H", "H", "C", "C", "C", "C", "N", "H", "H", "H", "H", "H", "H", "H", "C", "C", "C", "C", "N", "H", "H", "H", "H", "H", "H", "H", "C", "C", "C", "C", "N", "H", "H", "H", "H", "H", "H", "H", "Cl", "C", "C", "Cl", "H", "H", "H", "H", "Cl", "C", "C", "Cl", "H", "H", "H", "H", "Cl", "C", "C", "Cl", "H", "H", "H", "H"],
  "positions_angstrom": [[-3.904216, 1.395137, -2.266605], [-3.081996, 2.105777, -1.193365], [-3.579676, 1.826687, 0.290545], [-3.550396, 0.379017, 0.589595], [-3.548666, -0.746443, 0.736925], [-3.804816, 0.315287, -2.156455], [-3.614396, 1.658007, -3.283955], [-4.960086, 1.663097, -2.228635], [-3.115436, 3.186847, -1.328555], [-2.010336, 1.940617, -1.304525], [-4.584876, 2.202247, 0.481915], [-2.931916, 2.308597, 1.022845], [-1.723246, 4.073647, -2.594835], [-0.758646, 4.631997, -1.507795], [-1.045566, 4.145037, -0.070545], [-2.435346, 4.328567, 0.430715], [-3.510046, 4.434257, 0.830935], [-1.746566, 2.983977, -2.607635], [-1.310616, 4.234087, -3.590875], [-2.724136, 4.490567, -2.483055], [-0.784856, 5.721297, -1.536775], [0.260744, 4.368787, -1.790035], [-0.448566, 4.667747, 0.676755], [-0.750226, 3.105557, 0.072115], [2.101744, -3.057293, 0.673435], [3.156064, -4.205393, 0.431195], [3.210094, -4.833553, -0.947005], [3.472514, -3.883453, -2.050985], [3.658554, -3.133293, -2.929955], [1.073274, -3.389183, 0.815565], [2.107234, -2.227923, -0.033815], [2.383594, -2.532293, 1.586155], [3.057354, -4.932593, 1.237135], [4.130954, -3.777043, 0.664025], [2.284624, -5.350703, -1.200275], [4.007744, -5.574213, -0.889705], [2.504904, 0.612617, -0.232405], [3.639394, -0.009023, -0.926455], [4.712654, 0.981757, -1.441935], [4.105484, 2.131557, -2.158495], [3.679014, 3.012697, -2.746705], [1.734934, -0.107503, 0.044465], [2.048074, 1.369287, -0.870265], [2.697164, 1.089477, 0.728705], [3.160714, -0.584813, -1.718555], [4.096524, -0.712003, -0.230065], [5.372394, 0.482767, -2.151765], [5.339884, 1.318197, -0.616405], [-1.768636, -0.645293, 2.329135], [-1.249726, -1.609363, 3.393505], [-1.499656, -0.977933, 4.792085], [-0.837856, 0.323707, 5.084645], [-0.317566, 1.307937, 5.323245], [-0.888306, -0.194773, 1.870715], [-2.360796, 0.208487, 2.658555], [-2.248336, -1.193853, 1.518535], [-0.189776, -1.853203, 3.321635], [-1.752926, -2.573043, 3.314715], [-1.294806, -1.702813, 5.579915], [-2.545646, -0.717923, 4.954535], [-0.317446, 1.045627, -3.919195], [0.725664, 2.047117, -3.436245], [2.006794, 1.945407, -4.228805], [2.623434, 0.567787, -4.213175], [3.143914, -0.461193, -4.186805], [-0.667676, 1.266547, -4.927475], [-1.235396, 1.054647, -3.331515], [0.075034, 0.028897, -3.901785], [0.974834, 1.861977, -2.391385], [0.257614, 3.028747, -3.509915], [2.734924, 2.720057, -3.988305], [1.848424, 2.029407, -5.303965], [2.746814, -4.996293, 4.280475], [2.214654, -3.556563, 3.947665], [0.829154, -3.658533, 3.217185], [-0.179516, -4.437873, 3.912725], [-1.035626, -5.028763, 4.430165], [3.667254, -4.969103, 4.863705], [3.011834, -5.567113, 3.390525], [2.029464, -5.624193, 4.808935], [2.775944, -2.930383, 3.254165], [2.175064, -3.037773, 4.905465], [1.005304, -4.040713, 2.211695], [0.437484, -2.644573, 3.136045], [-0.244126, 0.923317, -0.205475], [-0.616156, -0.325203, -1.035115], [-1.141486, -1.533413, -0.277385], [-0.194616, -1.888843, 0.859455], [0.457594, -2.186663, 1.743055], [-1.053736, 1.206517, 0.467155], [0.107694, 1.759697, -0.809445], [0.528654, 0.709057, 0.532765], [0.244354, -0.591523, -1.648875], [-1.337826, -0.046443, -1.802955], [-1.292626, -2.430443, -0.877875], [-2.075546, -1.325703, 0.244625], [-1.878576, 4.994557, 3.075075], [-2.812136, 3.826077, 3.495685], [-2.058816, 2.506957, 3.577155], [-1.221466, 2.090687, 2.466485], [-0.564976, 1.765787, 1.555605], [-1.339646, 4.743277, 2.161555], [-1.062056, 5.192987, 3.769355], [-2.438716, 5.928617, 3.031875], [-3.566596, 3.747627, 2.712915], [-3.433286, 4.076497, 4.355665], [-2.655296, 1.636597, 3.850615], [-1.338796, 2.632007, 4.385875], [-3.343286, -4.156383, -4.700885], [-4.200186, -3.223103, -3.789125], [-3.686666, -2.981633, -2.397385], [-2.355816, -2.433293, -2.439115], [-1.322836, -2.035623, -2.564415], [-2.333596, -3.770853, -4.842225], [-3.722286, -4.238383, -5.719585], [-3.290976, -5.163733, -4.287825], [-5.231296, -3.572953, -3.738925], [-4.357136, -2.240633, -4.234325], [-3.612186, -3.922993, -1.852965], [-4.392426, -2.374733, -1.830225], [2.006344, 2.585707, 2.630125], [1.363824, 3.946367, 1.741935], [1.961864, 4.023987, 0.308955], [1.366184, 2.700707, -0.774915], [1.600624, 4.791187, 2.388705], [0.274244, 3.919717, 1.756175], [3.044294, 3.938257, 0.404395], [1.702784, 4.992167, -0.119535], [3.658824, -1.036323, 2.066165], [2.303384, 0.146127, 2.208505], [1.866984, 0.222707, 3.736055], [1.427974, -1.348133, 4.348995], [1.526144, -0.187223, 1.520825], [2.690044, 1.099707, 1.849005], [1.024674, 0.903747, 3.857605], [2.690114, 0.603227, 4.340825], [0.917304, -2.938493, -1.606975], [0.921764, -1.800033, -2.994885], [1.446424, -2.406313, -4.256895], [0.611984, -3.780143, -4.994825], [1.573324, -0.987983, -2.672185], [-0.072726, -1.459263, -3.282945], [2.468024, -2.735003, -4.066125], [1.497524, -1.615943, -5.005765]],
  "atomic_forces_ev_per_a": [[0.039, 0.062, 0.145], [-1.021, 0.254, 1.096], [0.769, -1.286, -0.689], [-1.323, 2.356, -1.295], [-3.427, -0.580, -1.140], [-0.096, -0.105, -0.077], [0.390, 0.041, 0.024], [-0.083, -0.069, 0.332], [-0.891, -0.764, 0.306], [-0.462, -0.794, 0.431], [-0.010, -0.008, -0.237], [-0.306, -0.396, -0.363], [1.227, 0.157, -0.280], [-0.864, 0.279, -0.609], [-0.834, 0.599, -0.255], [0.059, 0.622, -0.967], [0.437, 0.863, -0.912], [-0.019, 0.550, 0.093], [-0.178, 0.931, -0.061], [0.115, 0.004, -0.370], [-0.246, 0.105, 0.046], [-0.341, 0.092, 0.206], [-0.206, 0.467, -0.963], [-0.629, 0.440, -0.186], [3.255, -2.062, 0.064], [-0.426, 2.156, 0.556], [0.135, -0.252, -0.150], [0.821, 1.168, -1.356], [1.073, -2.216, 2.790], [1.908, -1.357, -1.544], [0.609, -0.553, 0.379], [-0.235, -1.443, -0.588], [-0.387, -0.429, -0.343], [0.310, 0.167, -0.258], [-0.049, -0.047, 0.020], [0.050, -0.095, -0.511], [0.630, -1.456, -1.263], [0.799, -0.877, -0.018], [-0.745, -0.386, -0.316], [1.393, -0.975, 0.930], [1.303, 1.403, 1.326], [1.048, -0.381, -1.174], [2.268, -4.467, 0.176], [0.602, 0.625, -3.078], [0.816, -0.048, -0.336], [0.458, -0.070, -0.614], [-0.005, -0.023, -0.072], [-0.138, 0.304, 0.016], [2.063, -1.059, 0.820], [-1.831, 1.704, 1.520], [-0.489, -0.012, 0.337], [-0.318, -2.569, -0.067], [0.489, 0.832, 0.912], [-0.401, -0.210, 0.276], [-0.372, -0.883, 0.302], [0.711, 0.354, 2.872], [-3.116, 2.494, 0.609], [-0.319, 0.101, 0.358], [0.411, 0.205, 0.180], [-0.407, -0.270, -0.312], [-0.328, -0.030, -0.289], [-0.661, -0.965, -0.549], [-0.214, -1.430, -2.236], [0.323, 1.247, 0.568], [0.398, 1.355, -0.271], [0.300, 0.074, -0.256], [0.155, 0.041, 0.183], [-0.159, 0.444, -0.224], [-0.453, -0.459, -1.505], [0.671, 0.115, 0.055], [-0.634, -0.690, -0.513], [-0.649, 0.360, -0.281], [0.539, 0.491, -0.840], [-0.360, -3.800, 0.194], [1.127, -2.829, 3.351], [-0.639, -1.184, 0.581], [0.851, 0.707, -0.461], [-0.025, 0.173, 0.170], [-0.068, 0.032, -0.268], [-0.203, 0.354, 0.151], [0.662, -0.814, 0.595], [0.088, -1.136, -0.196], [-0.193, -0.650, 0.875], [1.343, -3.912, 0.975], [-2.132, -5.836, -3.595], [0.553, 1.099, -0.356], [1.531, -0.712, 2.934], [-2.653, 1.078, -2.610], [-1.789, 5.698, -3.490], [-1.174, -1.528, -3.518], [-3.104, -2.524, 0.331], [-0.803, -0.052, -1.128], [-0.402, 0.171, 0.741], [-0.200, 0.086, 0.545], [0.722, 0.655, 1.769], [1.000, -0.387, -1.725], [0.119, -0.406, 1.170], [-0.230, 0.643, -1.611], [0.133, 0.425, 1.187], [0.193, 0.712, -1.088], [0.325, 6.120, 10.191], [-0.613, 0.452, 0.429], [-0.074, -0.259, 0.582], [0.040, -0.105, -0.547], [0.055, 0.025, 0.149], [0.648, -0.327, 0.524], [-0.360, 0.278, 0.162], [-0.204, -0.047, -0.045], [-0.215, 0.654, 0.379], [-0.511, -0.145, -1.591], [-0.230, -0.909, 0.720], [-4.695, -1.421, -1.180], [-1.043, 0.089, -2.169], [0.114, -0.021, 0.350], [-0.435, 0.070, 0.147], [0.070, 0.020, 0.075], [0.035, -0.449, 0.239], [0.417, 0.117, -0.384], [-0.027, -0.196, 0.119], [0.252, 0.283, 0.054], [-0.474, 3.354, 0.497], [0.163, 0.769, -0.155], [-0.080, 0.496, 1.178], [2.086, 12.100, 2.401], [0.392, 0.484, -0.641], [0.943, -0.725, 0.295], [-0.032, -0.026, -0.290], [0.075, -0.056, -0.216], [1.058, 1.294, 0.870], [0.104, -1.900, 3.587], [0.342, 0.486, -1.574], [1.115, 4.237, 1.603], [0.146, -0.058, 1.509], [0.244, -2.152, 2.055], [0.413, -0.517, -0.206], [0.054, -0.065, -0.052], [-0.986, -0.290, -2.707], [1.650, -0.532, -1.757], [1.564, 0.214, -0.437], [-0.703, -0.302, 0.207], [0.085, -0.482, -0.364], [1.640, -0.118, 0.761], [-0.665, 0.101, -0.838], [-0.331, -0.349, -0.011]]
}

=====

Entry 2:
{
  "formula": "C5H10ClNO2",
  "method": "ωB97M-V/def2-TZVPD",
  "elements": ["C", "C", "C", "C", "C", "N", "O", "O", "Cl", "H", "H", "H", "H", "H", "H", "H", "H", "H", "H"],
  "positions_angstrom": [[3.185186, -1.200520, 0.169767], [-0.682455, -1.129259, 0.695938], [-0.633553, 0.027122, -1.462180], [-1.579477, 1.091769, 0.432561], [0.992708, 0.613089, 0.205713], [-0.450014, 0.140024, 0.014336], [3.028192, -1.216537, 1.315799], [3.285221, -1.057257, -0.942441], [1.201020, 2.319972, -0.403920], [-1.670554, -1.587398, 0.229690], [0.186536, -1.799518, 0.443450], [-0.800831, -0.922149, 1.773871], [-0.359523, 1.115768, -1.684084], [-0.004464, -0.720841, -1.895307], [-1.656962, -0.279776, -1.762586], [-1.255695, 1.981499, -0.054104], [-2.549517, 0.665469, 0.124605], [-1.315284, 1.049003, 1.497002], [1.079463, 0.909538, 1.301895]],
  "atomic_forces_ev_per_a": [[-0.993, 0.980, 2.960], [-0.755, -1.623, -1.025], [-0.230, 1.539, -0.044], [1.840, -1.769, 0.829], [0.460, 0.237, 2.022], [-1.519, 0.394, -1.531], [0.369, -0.813, 0.823], [0.858, -0.325, -3.809], [-0.261, 0.215, -0.504], [1.970, 0.847, 1.215], [-0.922, 0.604, 0.590], [0.200, -0.484, -0.516], [-0.515, -1.895, -1.080], [0.965, -0.043, -0.079], [0.300, 0.631, 0.564], [-0.573, 1.090, 0.025], [0.454, 0.454, 0.384], [-1.225, 0.978, 0.026], [-0.424, -1.016, -0.849]]
}

=====

Entry 3:
{
  "formula": "C6H8O6Tl",
  "method": "ωB97M-V/def2-TZVPD",
  "multiplicity": 2,
  "s2": 0.75,
  "elements": ["O", "C", "C", "O", "O", "C", "H", "H", "H", "H", "H", "O", "O", "C", "C", "O", "C", "H", "H", "H", "Tl"],
  "positions_angstrom": [[1.943640, 0.456993, 1.019379], [0.179553, -1.751144, 1.129283], [2.537802, -0.170261, -0.046856], [-0.039097, -2.536663, 2.021500], [1.024510, -2.054863, 0.163223], [1.572380, -1.101731, -0.770723], [3.409749, -0.771902, 0.285595], [2.925928, 0.525019, -0.822370], [2.086196, -1.711965, -1.523257], [0.751697, -0.560355, -1.251982], [-2.244451, 2.451628, -1.102335], [-0.768895, 0.251124, 2.028455], [-0.408833, 1.818151, -0.355680], [-1.602179, 1.556448, -0.978714], [-2.414878, 0.546309, -0.180356], [-1.553264, -0.586924, 0.060018], [-0.667208, -0.465224, 1.029786], [-1.380597, 1.103389, -1.967958], [-3.254471, 0.152847, -0.764839], [-2.763673, 0.974059, 0.767976], [0.666098, 1.875072, 1.259846]],
  "atomic_forces_ev_per_a": [[2.627, -2.998, 0.287], [0.206, -0.825, 0.236], [0.636, -0.217, -1.239], [-0.059, 1.166, -0.668], [0.493, -0.318, -0.374], [-0.293, 0.037, 0.198], [-0.384, 0.276, 0.078], [-0.104, -0.129, 0.284], [-0.125, 0.173, 0.215], [0.102, 0.097, 0.071], [0.283, -0.227, -0.145], [-0.338, -0.315, -0.988], [-1.323, 0.164, -3.351], [-0.574, -0.178, -0.055], [-0.393, 0.202, -0.151], [0.618, 0.429, 0.041], [-1.623, -2.066, 1.933], [-0.228, 0.350, 0.205], [0.180, 0.091, 0.235], [0.122, -0.254, -0.164], [0.178, 4.542, 3.352]]
}

=====

Entry 4:
{
  "formula": "C3H17NO4",
  "method": "ωB97M-V/def2-TZVPD",
  "smiles": "CCNC.O.O.O.O",
  "elements": ["C", "C", "N", "C", "H", "H", "H", "H", "H", "H", "H", "H", "H", "O", "H", "H", "O", "H", "H", "O", "H", "H", "O", "H", "H"],
  "positions_angstrom": [[0.561730, -1.127843, 1.743122], [1.791870, -0.826976, 0.873714], [1.420485, 0.040405, -0.233229], [2.498071, 0.647906, -1.001850], [0.323363, -2.188419, 1.788766], [-0.327069, -0.649483, 1.331086], [0.689421, -0.788480, 2.769912], [2.234475, -1.737868, 0.456870], [2.557953, -0.375813, 1.522100], [0.812880, 0.774755, 0.097962], [2.644060, 0.098950, -1.922096], [2.249322, 1.675716, -1.255520], [3.442363, 0.628061, -0.453498], [-2.564393, -1.546976, 0.862464], [-2.393661, -0.714516, 0.393902], [-3.358305, -1.841927, 0.399007], [-0.838249, -0.611994, -2.054102], [-0.119728, -0.608878, -1.388092], [-1.180456, -1.506843, -1.928868], [-1.566846, 1.969876, -1.416255], [-2.221904, 2.365193, -2.001237], [-1.297423, 1.165047, -1.891078], [-2.120506, 1.604632, 1.273295], [-1.249731, 1.646630, 1.677917], [-1.987731, 1.908857, 0.355716]],
  "atomic_forces_ev_per_a": [[-0.020, -0.216, -0.139], [0.046, -0.093, 0.339], [-0.619, 0.266, -0.172], [0.139, -0.294, 0.119], [0.041, -0.046, -0.048], [0.044, 0.030, 0.081], [0.033, 0.085, -0.023], [-0.087, 0.044, 0.081], [0.112, 0.082, -0.236], [-0.051, 0.066, 0.261], [0.152, -0.122, -0.339], [0.019, 0.030, -0.009], [0.072, 0.162, 0.072], [-0.266, 0.135, -0.759], [0.170, 0.141, 0.481], [-0.002, -0.250, 0.283], [0.202, -0.623, 0.356], [0.405, 0.411, -0.051], [-0.308, 0.192, -0.274], [-0.072, 0.251, -0.455], [0.031, 0.158, 0.120], [-0.070, -0.284, 0.265], [0.015, -0.023, -0.149], [-0.037, 0.043, 0.077], [0.052, -0.145, 0.117]]
}

=====

Energy, respectively: -139032.6938, -23451.8179, -23325.9999, -13066.9759 eV.
Molecular weight, respectively: 987.9, 151.6, 380.5, 131.2 u.